[1]
A molecular structure, C18H33MoN4O2PSi, computed with the ωB97M-V functional and the def2-TZVPD basis.

Geometry as ORCA input:
```
! RIJCOSX wB97M-V def2-TZVPD def2/J DEFGRID3
* xyz 2 1
Mo -0.05 0.42 -0.74
Si -2.23 1.17 -1.42
P -0.48 -1.63 -1.77
N 1.05 1.16 -1.91
H -2.91 -1.48 2.95
C 0.70 -2.93 -1.26
H 0.37 -3.90 -1.67
H 0.75 -3.00 -0.17
H 1.70 -2.70 -1.65
C -2.09 -2.47 -1.66
H -2.04 -3.40 -2.24
H -2.89 -1.84 -2.07
H -2.33 -2.70 -0.61
C -0.20 -1.48 -3.56
H -0.49 -2.41 -4.06
H 0.86 -1.28 -3.76
H -0.79 -0.65 -3.98
C -3.74 0.59 -0.40
H -3.58 0.87 0.65
H -3.88 -0.49 -0.47
H -4.63 1.11 -0.79
H -2.31 2.66 -1.27
H -2.66 0.87 -2.82
C 1.91 1.82 -2.74
C 4.16 2.28 -3.52
C 3.30 1.56 -2.70
C 1.40 2.78 -3.66
C 2.27 3.49 -4.47
C 3.65 3.24 -4.40
H 5.23 2.08 -3.47
H 3.65 0.79 -2.00
H 0.32 2.93 -3.69
H 1.88 4.24 -5.16
H 4.34 3.81 -5.04
C -1.97 -2.45 2.86
O -2.78 -1.88 1.98
C -0.48 -2.36 2.77
H -0.10 -3.38 3.05
H 0.00 -1.69 3.50
H -0.06 -2.15 1.77
C -2.52 -3.41 3.84
H -1.86 -4.30 3.96
H -3.53 -3.68 3.45
H -2.67 -2.90 4.83
C -0.72 2.49 4.24
N 0.23 1.86 3.33
C 1.57 1.90 3.61
C 2.46 1.30 2.77
C 1.98 0.70 1.60
N 0.68 0.84 1.23
C -0.25 1.37 2.13
O -1.46 1.40 1.84
N 2.75 0.02 0.73
H -1.73 2.17 4.00
H -0.67 3.59 4.15
H -0.48 2.22 5.27
H 1.82 2.42 4.54
H 3.52 1.27 3.00
H 3.71 -0.19 1.01
H 2.33 -0.62 0.06
*
```

The value obtained for the LUMO energy (spin up / spin down) is -8.79 / -8.79 eV. The HOMO energy (spin up / spin down) is -12.50 / -12.51 eV. As for the total energy: -48261.0597 eV. The largest force on an atom is 4.470 eV/Å. The value obtained for the gap between HOMO and LUMO (spin up / spin down) is 0.136 / 0.137 Ha.

---

[2]
A single C16H23N7O4 molecule, computed with the ωB97M-V functional and the def2-TZVPD basis.

Geometry as ORCA input:
```
! RIJCOSX wB97M-V def2-TZVPD def2/J DEFGRID3
* xyz 0 1
C -4.42 -2.67 -2.28
C -5.15 -1.50 -1.63
O -4.45 -1.04 -0.47
C -4.65 -1.69 0.67
O -5.43 -2.61 0.80
C -3.79 -1.14 1.79
N -3.13 0.09 1.47
C -1.87 0.12 1.00
N -1.14 -1.00 1.09
C 0.10 -0.86 0.67
O 0.87 -1.96 0.79
C 2.14 -1.86 0.29
C 2.38 -1.53 -1.08
C 3.67 -1.47 -1.49
C 4.76 -1.75 -0.59
O 5.95 -1.72 -0.86
N 4.35 -2.09 0.70
C 5.35 -2.42 1.68
N 3.10 -2.13 1.12
N 0.65 0.22 0.17
C -0.16 1.30 0.12
N 0.35 2.42 -0.40
C -0.44 3.62 -0.47
C -0.08 4.64 0.61
C 1.73 2.44 -0.83
C 2.73 2.44 0.33
N -1.43 1.29 0.53
H -4.94 -2.96 -3.19
H -4.41 -3.52 -1.60
H -3.40 -2.39 -2.52
H -5.19 -0.64 -2.30
H -6.16 -1.80 -1.34
H -4.42 -1.02 2.68
H -3.01 -1.87 2.00
H -3.69 0.90 1.26
H 1.55 -1.35 -1.74
H 3.93 -1.23 -2.51
H 6.03 -1.58 1.81
H 4.85 -2.66 2.61
H 5.94 -3.27 1.33
H -1.48 3.32 -0.35
H -0.31 4.07 -1.46
H -0.17 4.18 1.59
H -0.75 5.49 0.56
H 0.94 5.00 0.48
H 1.87 3.34 -1.44
H 1.92 1.56 -1.45
H 2.59 1.53 0.92
H 2.58 3.30 0.98
H 3.74 2.45 -0.06
*
```

As for the SMILES: CCOC(=O)CNc1nc(Oc2ccc(=O)n(C)n2)nc(N(CC)CC)n1. The value obtained for the LUMO energy is 0.34 eV. The energy above the lowest of the compared OMol25 structures with the same formula, charge and spin comes out at 0.000 eV. The HOMO energy is -8.75 eV. As for the total energy: -35587.1900 eV. The largest force on an atom is 1.611 eV/Å. The value obtained for the gap between HOMO and LUMO is 0.334 Ha.

---

[3]
A molecular structure, C24H28N8NdO2PS2, computed with the ωB97M-V functional and the def2-TZVPD basis.

Geometry as ORCA input:
```
! RIJCOSX wB97M-V def2-TZVPD def2/J DEFGRID3
* xyz 0 4
Nd 0.08 -1.46 -0.17
O 4.48 -1.00 -0.14
C 3.38 -0.50 -0.15
O 2.24 -1.15 -0.30
C 3.15 1.01 -0.01
P 1.33 1.26 -0.11
C 0.78 0.84 1.59
C -0.57 1.06 1.90
C -1.09 0.69 3.13
C -0.26 0.12 4.08
C 1.08 -0.10 3.79
C 1.59 0.24 2.56
C 1.18 3.10 -0.08
C 0.89 3.87 1.05
C 0.82 5.25 0.97
C 1.02 5.89 -0.25
C 1.30 5.14 -1.39
C 1.37 3.76 -1.30
H 3.64 1.52 -0.83
H 3.58 1.38 0.92
H -1.20 1.55 1.18
H -2.14 0.85 3.34
H -0.67 -0.19 5.04
H 1.72 -0.58 4.53
H 2.64 0.04 2.35
H 0.75 3.38 2.01
H 0.61 5.84 1.86
H 0.97 6.97 -0.31
H 1.46 5.64 -2.34
H 1.57 3.18 -2.19
S -0.11 -2.87 2.25
C -1.84 -2.76 2.08
S -2.49 -1.87 0.72
C -2.67 -3.32 3.01
C -2.15 -4.06 4.13
N -1.73 -4.65 5.03
C -4.10 -3.20 2.92
N -5.24 -3.08 2.87
N 0.15 -1.46 -2.85
C -0.17 -2.63 -3.70
C 1.07 -3.45 -4.03
C 1.89 -3.88 -2.81
C 1.09 -4.74 -1.83
N 0.80 -3.99 -0.59
H -0.60 -0.78 -2.92
H 0.98 -1.00 -3.21
H -0.63 -2.31 -4.64
H -0.91 -3.23 -3.17
H 1.71 -2.87 -4.70
H 0.74 -4.33 -4.59
H 2.26 -3.01 -2.28
H 2.77 -4.43 -3.16
H 1.63 -5.66 -1.60
H 0.13 -5.03 -2.26
H 1.67 -3.87 -0.08
H 0.22 -4.53 0.04
N -2.16 3.75 -0.48
C -3.30 3.05 -0.52
N -4.45 3.67 -0.19
N -3.39 1.79 -0.89
C -2.34 1.05 -1.09
N -1.42 0.37 -1.27
H -2.13 4.72 -0.22
H -1.30 3.34 -0.82
H -4.44 4.58 0.23
H -5.26 3.09 -0.07
*
```

The value obtained for the LUMO energy (spin up / spin down) is -0.28 / -0.28 eV. The expectation value of S² is 3.75. The energy above the lowest of the compared OMol25 structures with the same formula, charge and spin comes out at 0.729 eV. The HOMO energy (spin up / spin down) is -7.21 / -7.22 eV. As for the total energy: -87598.6080 eV. The largest force on an atom is 1.379 eV/Å. The value obtained for the gap between HOMO and LUMO (spin up / spin down) is 0.255 / 0.255 Ha.

---

[4]
9 unconnected molecules or ions with the total composition H18N2O13S2, computed with the ωB97M-V functional and the def2-TZVPD basis.

Geometry as ORCA input:
```
! RIJCOSX wB97M-V def2-TZVPD def2/J DEFGRID3
* xyz -2 1
N -5.52 0.13 -0.43
H -6.04 0.36 -1.26
H -5.70 -0.76 0.01
H -5.68 0.86 0.25
H -4.56 0.15 -0.74
N 1.34 0.85 0.61
H 1.21 -0.08 0.99
H 1.18 1.51 1.36
H 0.53 0.86 0.00
H 2.20 0.82 0.08
S 1.42 -5.15 2.06
O 2.47 -6.11 2.37
O 0.39 -5.87 1.30
O 0.77 -4.72 3.26
O 1.91 -3.95 1.36
S -0.80 0.41 -4.18
O 0.65 0.48 -4.12
O -1.28 1.44 -5.05
O -1.33 -0.87 -4.64
O -1.37 0.66 -2.87
O -0.28 4.08 3.14
H -1.00 4.06 3.76
H 0.08 4.96 3.21
O 4.26 -2.95 -2.70
H 3.69 -2.41 -3.24
H 3.70 -3.27 -1.99
O -1.92 5.25 -1.74
H -1.90 4.29 -1.79
H -2.54 5.43 -1.03
O 5.53 0.79 -0.86
H 5.21 0.04 -1.36
H 6.31 1.09 -1.33
O -1.30 -0.62 5.08
H -0.80 -1.27 4.59
H -0.83 -0.52 5.90
*
```

The value obtained for the LUMO energy is 1.57 eV. The HOMO energy is 0.01 eV. As for the total energy: -51553.2824 eV. The largest force on an atom is 4.908 eV/Å. The value obtained for the gap between HOMO and LUMO is 0.057 Ha.

---

[5]
A single C4H6N2O molecule, computed with the ωB97M-V functional and the def2-TZVPD basis.

Geometry as ORCA input:
```
! RIJCOSX wB97M-V def2-TZVPD def2/J DEFGRID3
* xyz 0 1
C -2.06 -0.44 0.25
N -0.86 -0.67 -0.05
C 0.16 0.39 -0.05
C -0.19 1.68 -0.23
C 1.59 -0.15 -0.01
N 1.59 -1.46 -0.15
O 2.65 0.39 0.21
H -2.91 -1.09 0.04
H -2.50 0.53 0.59
H -1.19 2.20 -0.12
H 0.57 2.51 -0.21
H 0.63 -1.90 -0.21
H 2.51 -2.00 -0.06
*
```

As for the SMILES: C=NC(=C)C(N)=O. The value obtained for the LUMO energy is -0.03 eV. The energy above the lowest of the compared OMol25 structures with the same formula, charge and spin comes out at 2.221 eV. The HOMO energy is -9.71 eV. As for the total energy: -9271.2805 eV. The largest force on an atom is 3.652 eV/Å. The value obtained for the gap between HOMO and LUMO is 0.355 Ha.